The following is a DFT calculation (wB97M-V/def2-TZVPD) of 14 unconnected molecules or ions with the total composition C84H210N14O28 in a non-equilibrium geometry.

Each line ends with the Löwdin charge.
Positions of all 336 atoms, in Å:
C (-2.11, 4.33, -0.51)  -0.10
O (-1.76, 3.75, -1.73)  -0.22
C (-2.42, 4.12, -2.89)  -0.19
C (-2.25, 5.68, -3.30)  -0.21
N (-0.96, 6.22, -2.99)  -0.05
C (-0.05, 5.70, -4.00)  -0.21
C (1.33, 6.45, -4.11)  -0.19
O (1.93, 6.54, -2.81)  -0.17
C (3.32, 6.26, -2.81)  -0.12
H (-1.92, 5.40, -0.44)  0.09
H (-1.56, 3.85, 0.31)  0.09
H (-3.17, 4.18, -0.35)  0.09
H (-3.48, 3.95, -2.71)  0.10
H (-2.16, 3.45, -3.71)  0.12
H (-2.99, 6.21, -2.70)  0.10
H (-2.60, 5.96, -4.29)  0.11
H (-0.67, 5.66, -2.20)  0.08
H (-0.47, 5.72, -5.00)  0.11
H (0.14, 4.65, -3.80)  0.11
H (1.12, 7.48, -4.42)  0.12
H (1.83, 5.96, -4.95)  0.10
H (4.04, 6.90, -3.32)  0.08
H (3.61, 5.26, -3.13)  0.07
H (3.69, 6.41, -1.79)  0.08
C (4.06, -0.22, -8.18)  -0.13
O (4.14, 1.17, -7.99)  -0.22
C (2.97, 1.74, -7.34)  -0.16
C (3.25, 3.27, -7.02)  -0.18
N (4.07, 3.70, -5.88)  -0.05
C (5.09, 2.67, -5.54)  -0.19
C (6.02, 3.07, -4.36)  -0.27
O (5.26, 2.86, -3.24)  -0.21
C (5.98, 3.23, -1.99)  -0.06
H (4.17, -0.67, -7.19)  0.09
H (5.03, -0.36, -8.64)  0.08
H (3.29, -0.71, -8.77)  0.08
H (2.75, 1.08, -6.50)  0.10
H (2.11, 1.71, -8.01)  0.11
H (2.36, 3.89, -6.87)  0.10
H (3.67, 3.85, -7.85)  0.11
H (3.46, 3.92, -5.11)  0.08
H (5.82, 2.40, -6.30)  0.12
H (4.63, 1.72, -5.25)  0.11
H (6.29, 4.12, -4.50)  0.12
H (6.92, 2.45, -4.27)  0.12
H (6.38, 4.25, -1.95)  0.08
H (6.86, 2.61, -1.80)  0.07
H (5.38, 3.04, -1.10)  0.07
C (-6.88, 2.79, -8.52)  -0.14
O (-6.99, 3.52, -7.36)  -0.18
C (-7.41, 2.64, -6.35)  -0.23
C (-7.22, 3.37, -5.06)  -0.18
N (-6.20, 2.94, -4.05)  -0.06
C (-6.30, 1.49, -3.67)  -0.14
C (-7.55, 1.50, -2.69)  -0.23
O (-7.48, 2.43, -1.63)  -0.20
C (-6.78, 1.97, -0.46)  -0.06
H (-7.87, 2.82, -8.97)  0.10
H (-6.32, 1.87, -8.37)  0.09
H (-6.11, 3.40, -9.01)  0.09
H (-6.76, 1.76, -6.40)  0.10
H (-8.43, 2.27, -6.52)  0.13
H (-8.13, 3.31, -4.47)  0.10
H (-7.05, 4.44, -5.20)  0.13
H (-6.46, 3.41, -3.20)  0.08
H (-5.47, 0.87, -3.35)  0.09
H (-6.72, 1.00, -4.55)  0.07
H (-7.75, 0.48, -2.35)  0.10
H (-8.44, 1.67, -3.30)  0.10
H (-5.87, 1.48, -0.81)  0.07
H (-7.26, 1.16, 0.10)  0.07
H (-6.64, 2.80, 0.23)  0.09
C (-8.64, -1.45, -4.44)  -0.13
O (-7.75, -1.20, -5.49)  -0.20
C (-8.11, -1.89, -6.75)  -0.16
C (-9.48, -1.54, -7.46)  -0.23
N (-9.72, -2.45, -8.56)  -0.09
C (-11.08, -2.29, -9.10)  -0.17
C (-11.32, -3.41, -10.17)  -0.22
O (-12.71, -3.41, -10.23)  -0.21
C (-13.18, -4.33, -11.22)  -0.10
H (-8.18, -2.02, -3.63)  0.08
H (-9.47, -2.11, -4.69)  0.09
H (-9.03, -0.47, -4.20)  0.09
H (-8.16, -2.97, -6.55)  0.09
H (-7.44, -1.90, -7.61)  0.12
H (-9.42, -0.53, -7.88)  0.11
H (-10.25, -1.43, -6.69)  0.10
H (-9.57, -3.38, -8.20)  0.10
H (-11.09, -1.30, -9.56)  0.12
H (-11.79, -2.29, -8.28)  0.12
H (-10.98, -4.38, -9.79)  0.12
H (-10.87, -3.21, -11.14)  0.12
H (-12.81, -5.32, -10.94)  0.08
H (-12.83, -4.08, -12.22)  0.09
H (-14.27, -4.38, -11.23)  0.09
C (6.10, 2.49, 15.47)  -0.08
O (5.47, 2.74, 14.18)  -0.21
C (6.31, 2.81, 13.05)  -0.20
C (5.52, 3.50, 11.78)  -0.14
N (4.55, 2.49, 11.32)  -0.08
C (3.60, 2.70, 10.27)  -0.22
C (4.38, 2.97, 8.99)  -0.19
O (3.42, 2.97, 7.91)  -0.19
C (3.10, 4.18, 7.39)  -0.16
H (6.83, 3.28, 15.63)  0.08
H (6.66, 1.56, 15.38)  0.08
H (5.54, 2.40, 16.40)  0.08
H (6.84, 1.92, 12.73)  0.11
H (7.09, 3.52, 13.31)  0.10
H (6.02, 4.00, 10.95)  0.10
H (4.94, 4.27, 12.28)  0.10
H (3.93, 2.28, 12.09)  0.10
H (2.95, 3.58, 10.33)  0.12
H (2.98, 1.81, 10.23)  0.11
H (5.09, 2.17, 8.79)  0.11
H (4.96, 3.89, 9.08)  0.11
H (2.68, 4.81, 8.17)  0.09
H (2.48, 4.03, 6.51)  0.08
H (3.93, 4.77, 7.01)  0.07
C (-2.80, -8.15, -5.28)  -0.11
O (-2.41, -6.82, -5.54)  -0.25
C (-2.84, -6.30, -6.82)  -0.16
C (-2.87, -4.73, -6.63)  -0.19
N (-3.71, -4.29, -5.54)  -0.07
C (-5.12, -4.30, -5.85)  -0.17
C (-6.11, -4.07, -4.60)  -0.17
O (-5.71, -4.86, -3.51)  -0.19
C (-6.23, -4.52, -2.31)  -0.15
H (-2.42, -8.22, -4.26)  0.08
H (-2.29, -8.82, -5.97)  0.09
H (-3.89, -8.22, -5.24)  0.09
H (-3.83, -6.70, -7.06)  0.10
H (-2.08, -6.65, -7.51)  0.12
H (-3.25, -4.38, -7.59)  0.11
H (-1.85, -4.39, -6.42)  0.10
H (-3.52, -4.87, -4.73)  0.09
H (-5.35, -5.14, -6.52)  0.10
H (-5.23, -3.37, -6.40)  0.10
H (-7.10, -4.41, -4.93)  0.11
H (-6.11, -3.01, -4.37)  0.11
H (-7.32, -4.62, -2.32)  0.09
H (-5.92, -3.52, -2.01)  0.07
H (-5.70, -5.10, -1.56)  0.09
C (-3.12, -1.97, 6.34)  -0.10
O (-2.46, -1.25, 7.34)  -0.21
C (-1.07, -0.94, 7.21)  -0.18
C (-0.77, 0.50, 6.74)  -0.21
N (-1.38, 1.31, 7.73)  -0.08
C (-1.65, 2.67, 7.29)  -0.19
C (-2.10, 3.62, 8.43)  -0.26
O (-2.16, 4.94, 8.05)  -0.17
C (-2.67, 5.79, 9.09)  -0.10
H (-2.60, -2.92, 6.35)  0.09
H (-2.95, -1.53, 5.36)  0.06
H (-4.20, -1.93, 6.53)  0.09
H (-0.62, -1.57, 6.44)  0.08
H (-0.55, -1.06, 8.16)  0.13
H (-1.17, 0.71, 5.74)  0.10
H (0.29, 0.70, 6.86)  0.11
H (-2.20, 0.83, 8.08)  0.10
H (-2.47, 2.74, 6.56)  0.10
H (-0.75, 3.05, 6.81)  0.12
H (-1.48, 3.44, 9.31)  0.12
H (-3.11, 3.29, 8.67)  0.12
H (-3.76, 5.79, 9.22)  0.08
H (-2.46, 6.82, 8.81)  0.08
H (-2.25, 5.59, 10.08)  0.08
C (6.65, -2.89, -10.05)  -0.07
O (5.21, -2.65, -10.29)  -0.19
C (4.65, -3.79, -10.85)  -0.23
C (3.11, -3.71, -11.18)  -0.22
N (2.18, -4.41, -10.40)  -0.07
C (0.79, -3.92, -10.42)  -0.18
C (0.50, -2.84, -9.39)  -0.22
O (0.58, -3.13, -7.97)  -0.20
C (0.25, -2.08, -7.06)  -0.10
H (7.07, -2.03, -9.52)  0.08
H (7.23, -2.95, -10.97)  0.08
H (6.86, -3.77, -9.43)  0.08
H (4.97, -4.74, -10.41)  0.12
H (5.16, -3.83, -11.81)  0.11
H (3.00, -4.00, -12.22)  0.11
H (2.83, -2.66, -11.27)  0.11
H (2.47, -4.41, -9.43)  0.11
H (0.13, -4.65, -9.95)  0.11
H (0.42, -3.82, -11.44)  0.13
H (-0.55, -2.63, -9.61)  0.11
H (1.01, -1.91, -9.64)  0.11
H (0.30, -2.53, -6.07)  0.08
H (-0.76, -1.74, -7.26)  0.09
H (0.99, -1.28, -7.06)  0.07
C (0.17, 5.00, 2.61)  -0.12
O (1.14, 5.69, 3.28)  -0.18
C (2.34, 5.96, 2.57)  -0.24
C (3.58, 6.31, 3.36)  -0.17
N (3.97, 5.20, 4.31)  -0.04
C (4.67, 4.11, 3.62)  -0.20
C (5.01, 2.88, 4.55)  -0.18
O (5.56, 1.71, 3.97)  -0.18
C (6.81, 1.94, 3.42)  -0.15
H (0.03, 5.39, 1.60)  0.09
H (-0.69, 4.99, 3.29)  0.10
H (0.55, 3.99, 2.47)  0.07
H (2.24, 6.75, 1.82)  0.13
H (2.67, 5.07, 2.04)  0.10
H (3.17, 7.17, 3.89)  0.11
H (4.27, 6.80, 2.68)  0.12
H (3.12, 4.74, 4.63)  0.07
H (5.52, 4.55, 3.11)  0.11
H (4.00, 3.80, 2.82)  0.08
H (4.16, 2.33, 4.96)  0.11
H (5.63, 3.29, 5.34)  0.12
H (7.39, 1.13, 2.97)  0.07
H (7.53, 2.48, 4.03)  0.09
H (6.78, 2.60, 2.55)  0.08
C (5.61, -1.97, 3.25)  -0.11
O (6.25, -1.89, 4.52)  -0.22
C (7.72, -1.60, 4.53)  -0.16
C (8.14, -1.19, 5.89)  -0.24
N (9.57, -1.30, 6.05)  -0.04
C (9.88, -0.77, 7.38)  -0.22
C (11.40, -0.87, 7.56)  -0.25
O (12.10, -0.05, 6.67)  -0.17
C (13.47, 0.13, 6.96)  -0.11
H (5.68, -3.03, 3.04)  0.08
H (6.15, -1.42, 2.47)  0.08
H (4.53, -1.82, 3.19)  0.06
H (7.99, -0.88, 3.76)  0.10
H (8.09, -2.61, 4.33)  0.13
H (7.65, -1.83, 6.62)  0.13
H (7.84, -0.15, 6.06)  0.12
H (10.11, -0.60, 5.55)  0.11
H (9.20, -1.13, 8.15)  0.12
H (9.70, 0.30, 7.52)  0.11
H (11.67, -1.93, 7.50)  0.12
H (11.66, -0.66, 8.60)  0.12
H (13.98, -0.70, 7.45)  0.09
H (13.59, 0.99, 7.62)  0.08
H (14.16, 0.42, 6.16)  0.08
C (4.02, -0.56, 9.05)  -0.10
O (3.06, -0.39, 7.97)  -0.17
C (3.77, -0.57, 6.74)  -0.21
C (2.82, -0.40, 5.57)  -0.18
N (1.71, -1.37, 5.51)  -0.02
C (2.20, -2.62, 4.96)  -0.21
C (1.28, -3.78, 5.33)  -0.19
O (1.33, -4.14, 6.71)  -0.17
C (2.37, -4.95, 6.98)  -0.16
H (5.01, -0.11, 9.01)  0.08
H (4.21, -1.63, 9.07)  0.08
H (3.63, -0.37, 10.05)  0.08
H (4.19, -1.57, 6.79)  0.11
H (4.69, 0.01, 6.68)  0.12
H (3.30, -0.42, 4.59)  0.09
H (2.50, 0.64, 5.50)  0.10
H (1.42, -1.59, 6.45)  0.08
H (3.20, -2.94, 5.24)  0.10
H (2.23, -2.49, 3.88)  0.10
H (1.36, -4.63, 4.66)  0.12
H (0.26, -3.42, 5.22)  0.11
H (2.17, -5.96, 6.63)  0.09
H (2.43, -5.02, 8.06)  0.09
H (3.31, -4.54, 6.59)  0.09
C (3.34, -3.43, 0.47)  -0.09
O (2.48, -3.47, 1.62)  -0.23
C (1.09, -3.66, 1.32)  -0.18
C (0.89, -5.20, 1.10)  -0.17
N (-0.49, -5.65, 1.22)  -0.09
C (-1.41, -5.21, 0.22)  -0.20
C (-1.04, -5.81, -1.19)  -0.16
O (-0.01, -4.96, -1.83)  -0.20
C (0.07, -5.37, -3.18)  -0.14
H (3.18, -4.34, -0.11)  0.08
H (4.41, -3.39, 0.67)  0.08
H (3.09, -2.55, -0.11)  0.07
H (0.51, -2.90, 0.79)  0.12
H (0.73, -3.40, 2.31)  0.10
H (1.36, -5.71, 1.94)  0.12
H (1.28, -5.43, 0.11)  0.09
H (-0.71, -6.56, 1.61)  0.11
H (-1.41, -4.12, 0.22)  0.11
H (-2.43, -5.54, 0.41)  0.11
H (-1.94, -5.66, -1.79)  0.10
H (-0.75, -6.86, -1.18)  0.12
H (-0.37, -4.62, -3.84)  0.08
H (-0.30, -6.34, -3.52)  0.07
H (1.12, -5.43, -3.48)  0.08
C (-3.87, 2.78, 3.40)  -0.12
O (-3.47, 1.75, 2.57)  -0.21
C (-2.68, 0.69, 3.11)  -0.17
C (-2.72, -0.65, 2.25)  -0.21
N (-3.86, -1.41, 2.42)  -0.06
C (-5.09, -0.76, 2.07)  -0.25
C (-6.22, -1.70, 2.06)  -0.20
O (-7.40, -0.82, 1.87)  -0.22
C (-8.54, -1.61, 1.35)  -0.08
H (-4.67, 2.59, 4.12)  0.08
H (-4.14, 3.68, 2.85)  0.09
H (-2.99, 2.95, 4.02)  0.07
H (-2.89, 0.56, 4.17)  0.10
H (-1.62, 0.96, 3.06)  0.11
H (-1.82, -1.20, 2.51)  0.12
H (-2.62, -0.37, 1.20)  0.10
H (-3.84, -2.34, 2.01)  0.11
H (-5.09, -0.14, 1.18)  0.12
H (-5.44, -0.07, 2.84)  0.13
H (-6.36, -2.22, 3.00)  0.13
H (-6.00, -2.33, 1.20)  0.11
H (-8.93, -2.22, 2.16)  0.08
H (-8.17, -2.24, 0.54)  0.07
H (-9.32, -0.90, 1.11)  0.08
C (-3.58, -1.17, -1.80)  -0.12
O (-2.30, -1.11, -1.28)  -0.21
C (-1.43, -0.15, -1.94)  -0.18
C (-0.02, -0.11, -1.38)  -0.19
N (0.78, 1.06, -1.88)  -0.06
C (2.21, 0.92, -1.57)  -0.19
C (2.62, 0.67, -0.06)  -0.16
O (2.20, 1.80, 0.80)  -0.19
C (2.41, 1.50, 2.19)  -0.10
H (-4.12, -1.86, -1.15)  0.07
H (-3.60, -1.69, -2.76)  0.09
H (-3.96, -0.15, -1.81)  0.07
H (-1.84, 0.86, -1.85)  0.11
H (-1.37, -0.38, -3.00)  0.12
H (0.58, -1.01, -1.52)  0.12
H (-0.09, 0.04, -0.30)  0.11
H (0.40, 1.87, -1.42)  0.09
H (2.62, 1.85, -1.98)  0.10
H (2.67, 0.27, -2.32)  0.11
H (3.69, 0.50, -0.14)  0.11
H (2.19, -0.27, 0.30)  0.09
H (1.90, 2.22, 2.82)  0.08
H (3.48, 1.57, 2.37)  0.07
H (2.19, 0.45, 2.42)  0.08

For the energy above the lowest of the compared OMol25 structures with the same formula, charge and spin, the calculation gives 327.5 kcal/mol. The value obtained for the HOMO energy is -0.2972 Ha. The HOMO-LUMO gap comes out at 8.531 eV. Its largest force on an atom is 4.20 eV Å⁻¹.